1.
# C6H36N2O11

A 12-piece molecular cluster, C6H36N2O11 overall (wB97M-V/def2-TZVPD, OMol25).

As for the total charge: 0. Its energy above the lowest of the compared OMol25 structures with the same formula, charge and spin is 78.5 kcal/mol. Its gap between HOMO and LUMO is 9.41 eV. The value obtained for the total energy is -1187.26924 Ha. Its SMILES is C=CCCNCCN.O.O.O.O.O.O.O.O.O.O.O. As for the lowest unoccupied orbital energy: 0.2 eV.

XYZ file:
```
55
Properties=species:S:1:pos:R:3:forces:R:3
C 2.2878 -2.4621 0.9199 0.81 0.99 -0.97
C 2.1058 -1.4314 0.0719 -0.29 -1.34 1.75
C 1.1710 -0.3129 0.4943 1.61 -0.54 -1.44
C 0.0927 -0.3845 -0.6049 -2.48 -0.34 0.91
N -1.0551 0.3362 0.0060 0.30 0.25 -1.36
C -2.0814 0.7832 -0.9302 -1.08 -0.23 0.20
C -2.9487 -0.2630 -1.7198 -0.84 -0.25 1.59
N -2.1898 -0.8413 -2.8345 -0.45 0.07 0.54
H 2.9882 -3.2565 0.6952 -0.26 -0.31 -0.15
H 1.8234 -2.4608 1.8858 0.10 -0.02 0.41
H 2.3826 -1.5885 -0.9672 0.44 0.65 0.04
H 0.9482 -0.4654 1.5990 -0.61 0.04 -2.16
H 1.7104 0.6665 0.4960 -0.47 -0.53 -0.31
H 0.2332 -0.0122 -1.6487 0.78 0.46 1.08
H -0.2666 -1.4277 -0.8686 0.89 0.69 0.79
H -1.4504 -0.2433 0.7378 -0.19 0.04 -0.08
H -2.6758 1.4418 -0.2899 -0.66 -0.19 -0.47
H -1.6643 1.4522 -1.6854 0.41 -0.03 0.11
H -3.9693 0.1645 -1.9522 1.20 0.18 -0.42
H -3.2833 -1.1164 -1.0758 0.71 0.56 -0.08
H -1.7099 -0.1107 -3.3404 -0.12 0.04 -0.34
H -2.8301 -1.3602 -3.4213 0.19 0.16 -0.39
O 0.4019 4.6486 -2.0419 0.34 0.18 0.10
H 0.1155 4.7257 -1.1249 -0.18 -0.21 -0.02
H 1.3360 4.3507 -1.9943 -0.68 0.41 -0.29
O -0.0439 1.2879 4.2377 -0.75 0.12 0.26
H -0.3371 0.7052 4.9463 -0.22 -0.18 -0.27
H -0.4371 0.9488 3.4244 -0.19 -0.25 0.28
O -0.1547 2.0592 -3.6923 0.08 -0.42 0.17
H -0.1191 3.0120 -3.5075 -0.51 0.02 -0.10
H -0.5623 1.8709 -4.5394 -0.09 0.53 -0.13
O 0.4334 -4.5040 0.3274 0.17 -1.05 1.58
H -0.4564 -4.5019 -0.0116 0.25 0.44 -0.98
H 1.0945 -3.9494 -0.0866 -0.70 0.41 -0.73
O -0.5014 -3.1491 -2.5360 -0.25 0.63 -0.34
H -1.1227 -2.3854 -2.4682 0.02 -0.27 0.19
H -0.0389 -2.8545 -3.3322 0.27 -0.48 0.09
O 2.2043 2.1774 3.8214 0.29 1.06 -0.58
H 1.6416 2.5886 3.1433 0.56 -0.07 -0.05
H 1.5819 2.2316 4.5523 0.09 -0.33 0.28
O -2.0326 -2.5070 1.1672 0.52 0.40 0.07
H -2.4020 -3.2561 0.6915 0.17 -0.07 -0.01
H -1.0774 -2.4770 0.9631 -0.58 -0.47 -0.33
O 2.1893 2.9136 -2.7305 1.53 0.28 0.24
H 1.6471 2.5689 -2.0163 -0.28 -0.51 -0.47
H 1.7967 2.7179 -3.5857 -0.28 -0.41 0.41
O -0.4653 3.0766 0.3750 0.15 0.02 0.54
H -0.5115 2.0918 0.4059 -0.16 -0.04 -0.22
H -0.7015 3.3358 1.2751 0.01 0.10 -0.20
O -0.4883 -1.3749 3.4289 0.23 0.64 0.21
H -0.7090 -1.9766 2.7160 -0.04 -0.15 0.10
H 0.3942 -0.9951 3.2561 -0.12 -0.69 0.18
O 2.3221 -0.3875 3.0113 -0.79 -0.22 0.30
H 3.2420 -0.6402 3.0769 0.15 0.41 0.17
H 2.1418 0.5397 3.2812 1.00 -0.15 0.30
```
Forces are in eV/Å.

2.
# C6H38N12O13

C6H38N12O13 as an isolated structure (wB97M-V/def2-TZVPD, OMol25).

As for the total charge: 0. Its energy above the lowest of the compared OMol25 structures with the same formula, charge and spin is 859.2 kcal/mol. Its gap between HOMO and LUMO is 6.39 eV. The value obtained for the total energy is -1885.50471 Ha. As for the lowest unoccupied orbital energy: -0.8 eV.

XYZ file:
```
69
Properties=species:S:1:pos:R:3:forces:R:3
O 0.9137 -0.3306 -3.1662 3.71 -3.78 -2.52
H 1.5805 0.0393 -2.5875 0.05 -1.05 0.58
H 1.4014 -0.9005 -3.7608 -0.10 -0.71 -0.42
O -1.0281 -1.2090 -3.7181 -2.22 -2.39 -0.34
H -0.2123 -0.9617 -3.2829 -1.15 -0.81 0.35
H -1.2628 -0.4427 -4.2415 -0.33 -1.13 -0.48
O 2.2761 -0.3845 1.5066 7.34 -3.89 -6.30
H 1.8762 0.4103 1.8596 1.19 -1.68 -2.58
H 1.6123 -1.0628 1.6311 4.11 2.53 0.22
O 0.0466 -3.7943 -0.1788 -1.23 -1.03 -0.02
H 0.2622 -2.9361 0.1861 -0.21 -0.29 -0.79
H 0.4997 -3.8173 -1.0217 0.18 0.08 -0.03
O -1.9884 1.8455 -0.2457 -3.29 9.25 2.84
H -2.4557 2.4863 -0.7815 -1.08 0.41 0.19
H -1.6462 2.3523 0.4908 -0.42 0.32 -0.47
O 2.1487 -2.7352 0.4063 2.41 -1.77 -0.67
H 3.1005 -2.6348 0.4144 0.28 0.41 0.12
H 1.9359 -3.0762 1.2751 0.34 -0.41 0.08
O -3.3739 0.1372 0.6117 -3.17 -0.36 -0.84
H -3.0758 -0.6813 0.2151 -0.32 -0.08 0.08
H -2.6431 0.7432 0.4896 -1.18 -0.96 0.23
C -0.1532 -2.3521 2.2926 -2.88 -6.08 4.09
O 0.7267 -1.6812 1.8953 -3.37 -2.14 3.37
N -0.0369 -3.1904 3.3395 3.74 -1.20 2.26
N -1.3450 -2.5289 1.9150 -4.31 -0.48 -2.46
H -0.6686 -3.9560 3.5264 0.53 0.35 0.08
H 0.8600 -3.1174 3.7981 -0.21 -0.72 0.35
H -1.8917 -3.1574 2.4862 -0.41 0.73 -0.72
H -1.6520 -1.7826 1.3077 -1.33 -0.94 -0.15
C -1.2595 1.3913 -3.8442 -0.18 -0.05 -0.04
O -1.7931 0.8461 -4.7881 -1.73 1.71 -1.12
N -1.6892 1.6914 -2.6443 -5.25 2.07 -1.62
N 0.0176 1.5140 -3.7369 -10.55 -0.12 -4.25
H -1.2014 2.3105 -2.0129 -0.47 -0.19 -0.71
H -2.6682 1.4493 -2.7006 -0.57 0.59 1.50
H 0.5681 1.6564 -2.9022 -4.53 -0.55 2.72
H 0.4697 1.1086 -4.5440 -0.56 -0.83 -0.39
C -1.6542 0.1422 3.9301 -3.74 0.29 0.02
O -2.5201 0.5282 4.7493 1.36 0.27 0.06
N -1.7786 0.1631 2.6234 -4.41 3.31 7.65
N -0.6077 -0.6134 4.2271 2.38 -0.86 3.33
H -2.5072 0.6913 2.1649 -0.07 -0.61 1.20
H -1.1281 -0.2963 2.0022 0.62 0.64 5.41
H -0.4101 -0.6620 5.2164 0.14 -0.21 -0.20
H 0.1058 -0.9530 3.5981 -0.31 1.19 0.60
C -0.5494 -0.4169 -0.0868 2.72 -3.16 -4.31
O -1.2011 -0.4555 0.9799 -0.31 -5.37 -13.92
N 0.5890 -0.9868 -0.2763 0.90 -1.54 -0.83
N -0.8892 0.3320 -1.0553 -0.16 -1.65 -3.25
H 1.1763 -0.6767 -1.0372 -0.76 -0.81 0.83
H 1.0685 -1.4499 0.4825 -0.15 0.67 -2.17
H -0.3490 0.5362 -1.8839 -0.15 -1.56 1.36
H -1.7233 0.8777 -0.8920 1.65 -3.34 -1.89
C 0.7105 1.6938 2.3831 -1.20 -0.57 -1.39
O 1.6738 1.0058 2.6905 -2.73 8.47 8.85
N 0.3421 2.8621 2.7947 1.45 5.32 3.91
N -0.2139 1.3599 1.5170 3.09 2.51 -1.87
H -0.3542 3.4351 2.3399 0.40 -0.20 0.38
H 1.0191 3.3589 3.3560 -0.33 0.16 0.16
H -0.1915 0.4954 0.9953 1.15 2.85 1.86
H -0.8664 2.1205 1.3912 1.03 -1.54 0.87
C 2.4407 1.4863 -2.2746 1.30 1.53 -1.56
O 1.8036 0.7117 -1.5324 3.11 4.05 2.33
N 3.7302 1.7851 -2.2695 2.53 -1.19 2.66
N 1.8982 2.0344 -3.3655 8.95 3.30 0.23
H 4.2860 1.2646 -1.6060 0.21 0.34 0.16
H 4.2212 2.3920 -2.9104 -0.51 -0.19 0.18
H 2.6111 2.3023 -4.0289 -0.21 0.40 0.01
H 1.0171 1.6831 -3.7124 9.23 2.67 -2.86
```
Forces are in eV/Å.

3.
# C6H39N2O11

A 12-piece molecular cluster, C6H39N2O11 overall (wB97M-V/def2-TZVPD, OMol25).

As for the total charge: +1. Its energy above the lowest of the compared OMol25 structures with the same formula, charge and spin is 130.9 kcal/mol. Its gap between HOMO and LUMO is 9.53 eV. The value obtained for the total energy is -1188.82478 Ha. As for the lowest unoccupied orbital energy: -2.3 eV.

XYZ file:
```
58
Properties=species:S:1:pos:R:3:forces:R:3
C 0.5562 0.3903 -1.4271 -3.62 -0.88 1.18
N -0.1140 -0.7705 -0.6697 1.83 -0.96 -1.08
C 0.0837 -2.1295 -1.4505 -1.69 4.70 -0.99
C -0.9540 -2.4670 -2.5940 0.05 0.23 -1.42
C -2.0362 -1.4203 -3.0759 -1.12 -1.31 0.29
C -3.4937 -1.3899 -2.4169 1.25 -1.29 -0.17
C 0.7829 1.5398 -0.4546 0.18 1.50 0.07
N 1.8475 1.2120 0.5408 1.52 -1.10 0.71
H 1.4667 -0.0556 -1.8518 -0.33 0.92 -0.21
H -0.2505 0.7566 -2.1512 1.82 -0.26 0.25
H -1.0800 -0.6088 -0.5017 -0.83 0.50 -0.14
H 0.9963 -1.7228 -1.9144 0.33 -2.42 0.30
H -0.0663 -2.8803 -0.7184 1.25 -0.87 0.58
H -1.4661 -3.3469 -2.2029 0.06 -0.36 -0.77
H -0.3653 -2.6382 -3.5700 -0.74 -0.49 1.70
H -1.4925 -0.5073 -2.8542 -0.73 0.67 -0.75
H -2.3789 -1.5503 -4.1671 1.76 0.21 1.39
H -3.4920 -0.7407 -1.5888 -0.32 1.25 0.77
H -3.9616 -2.3082 -1.9616 0.96 0.34 -0.94
H -4.1106 -1.0762 -3.2400 -0.68 0.41 0.19
H 1.0136 2.4973 -1.0234 0.52 -1.26 0.59
H -0.0641 1.8991 0.1531 -0.28 -1.01 -0.48
H 2.7762 1.2018 0.0313 -0.87 0.48 0.67
H 1.8914 1.8282 1.4138 0.09 -0.48 -1.47
H 1.8122 0.2398 0.9516 -0.60 1.07 -0.70
H -1.1221 4.6223 0.5536 -0.75 0.85 -0.41
H -0.2972 5.6101 -0.5771 -1.31 0.33 0.00
O -0.3545 4.9349 0.0900 2.25 -1.29 0.45
H 2.0633 -3.7125 1.0231 -0.73 0.81 0.47
H 1.6646 -2.2499 1.7033 -0.91 -0.58 -0.18
O 2.3312 -2.8584 1.3956 1.59 -0.15 -0.38
H 4.1394 1.0048 -2.3163 -0.28 -0.46 1.04
H 4.0071 -0.0978 -1.1831 0.61 0.30 -0.66
O 3.7910 0.8178 -1.4145 0.18 0.38 -0.48
H -1.5617 -2.3653 3.5295 -0.81 0.46 -0.24
H -1.5533 -1.0060 2.9002 0.45 0.87 0.08
O -2.1491 -1.7131 3.0875 0.30 -2.06 1.10
H -1.8466 -0.4665 1.2790 -0.26 1.24 0.50
H -2.3318 0.8294 2.0583 -0.18 -0.06 -0.18
O -1.5528 0.3840 1.7093 0.19 -0.69 -0.89
H 2.2753 4.4076 1.8797 -0.47 -0.13 -0.49
H 1.3329 3.6711 0.8159 -0.55 1.25 -0.78
O 1.8226 3.5938 1.6191 0.86 -0.48 1.49
H 3.0733 -1.4945 -1.3079 -0.35 -0.36 -0.66
H 3.9653 -2.6241 -1.3341 0.35 -0.44 -0.46
O 3.6086 -1.9810 -1.9631 -0.19 0.36 1.37
H 4.2039 0.5829 2.9432 0.25 -0.21 0.54
H 3.0762 -0.5362 3.1482 0.47 0.54 0.09
O 3.4596 0.1300 2.5567 -0.58 -0.27 -0.73
H -4.1786 -2.0041 1.2784 0.22 0.23 0.11
H -3.2082 -2.6986 0.3565 -0.01 0.34 0.03
O -3.4997 -1.8114 0.6180 -0.07 -0.44 -0.17
H -2.9697 3.9151 0.3941 0.08 -0.17 -0.07
H -4.1124 3.1327 0.9062 0.05 -0.31 0.20
O -3.1468 3.0938 0.8706 -0.27 0.46 -0.19
H 0.5374 0.7208 4.0725 -0.32 -0.27 -0.64
H -0.0355 0.1204 2.7090 -1.17 0.74 -0.39
O 0.6673 0.0955 3.3422 1.56 -0.39 0.97
```
Forces are in eV/Å.

4.
# C6H39NO14

A 14-piece molecular cluster, C6H39NO14 overall (wB97M-V/def2-TZVPD, OMol25).

As for the total charge: 0. Its energy above the lowest of the compared OMol25 structures with the same formula, charge and spin is 154.1 kcal/mol. Its gap between HOMO and LUMO is 6.93 eV. The value obtained for the total energy is -1359.97895 Ha. As for the lowest unoccupied orbital energy: -0.2 eV.

XYZ file:
```
60
Properties=species:S:1:pos:R:3:forces:R:3
C -1.8684 -2.5040 -1.8047 -2.17 -1.04 -2.47
O -1.5210 -3.7092 -2.5065 0.12 -0.28 0.63
C -3.3778 -2.2414 -1.9533 1.18 -0.70 -1.47
C -3.5906 -0.9187 -1.3550 -2.46 3.26 3.39
C -2.6851 -0.5147 -0.0174 -4.47 0.47 -0.90
N -2.7136 -2.8991 2.9536 -0.53 -0.23 -0.76
C -2.6789 -2.3852 1.6447 0.14 0.58 -0.19
C -3.1548 -1.1856 1.2296 0.90 -2.51 1.98
H -1.5314 -2.5444 -0.7909 -0.11 -0.70 0.28
H -1.4262 -1.6187 -2.2166 0.56 0.36 -0.54
H -1.7557 -3.7014 -3.4395 -0.24 0.54 0.24
H -3.6944 -2.2835 -3.0507 0.63 0.24 1.19
H -3.9522 -3.0382 -1.5020 -0.19 -0.09 0.51
H -4.6896 -0.8170 -1.0830 0.95 -0.56 0.56
H -3.6405 0.0340 -1.8750 1.17 -0.37 -1.47
H -2.9188 0.5346 0.3209 0.60 -0.67 -1.53
H -1.6625 -0.6358 -0.2584 0.78 0.08 0.10
H -3.0212 -2.2476 3.6528 0.20 -0.05 0.23
H -1.9787 -3.5431 3.2230 -0.44 0.44 -0.14
H -2.2013 -3.0293 0.9231 0.32 -0.10 0.27
H -3.7484 -0.7365 2.0407 0.19 0.81 -0.75
H 0.4991 -1.6717 -1.3190 0.44 0.86 0.26
H 1.3081 -2.7079 -2.0878 0.29 0.06 -0.08
O 0.4708 -2.5619 -1.6484 1.36 -0.59 0.23
H -0.2015 1.3625 1.7331 -0.54 -0.37 -0.26
H -0.8872 -0.0341 1.7257 -0.06 -0.11 0.06
O -0.8391 0.8020 1.2517 1.00 0.74 0.58
H -0.8950 5.0452 -0.9538 0.14 0.06 0.68
H 0.5348 4.8138 -0.5866 0.55 -0.11 -0.31
O -0.2808 5.1517 -0.2023 -0.43 -0.14 -0.44
H 3.9437 -1.6699 -0.0846 -0.28 -0.10 -0.06
H 4.7498 -0.5178 0.4001 -0.17 0.74 0.86
O 4.7856 -1.2378 -0.2104 0.58 -0.67 -1.09
H 4.3078 2.6081 -0.2640 0.85 0.16 0.44
H 4.0920 2.7932 1.3668 0.84 0.02 -0.10
O 3.7338 2.6617 0.4964 -1.93 -0.17 -0.52
H 4.3037 0.5173 2.7305 -0.44 0.35 0.36
H 2.8557 0.3255 2.0432 1.23 0.46 0.77
O 3.7938 0.0330 2.0856 -0.70 -0.63 -0.64
H 1.9206 -0.8652 0.6691 -0.22 0.75 -0.83
H 1.9513 0.5787 0.0633 -0.03 0.18 0.14
O 1.8608 -0.3489 -0.1667 0.01 -1.07 0.68
H 1.5908 2.8420 -2.1565 0.38 -0.16 0.48
H 2.1498 3.1197 -0.7144 0.11 -0.14 -0.44
O 1.9153 3.5304 -1.5638 -0.47 0.77 0.32
H -0.0033 -4.0983 2.3380 0.48 -0.08 0.06
H 0.8594 -3.4745 1.1825 -0.24 -0.32 0.18
O -0.0386 -3.6734 1.4803 0.06 0.24 -0.29
H 3.2641 0.5084 -2.1303 -0.09 -0.31 0.56
H 2.7967 1.1124 -3.4020 -0.29 0.14 0.13
O 2.5348 1.0355 -2.4721 0.44 -0.20 -0.91
H -0.6942 2.0150 -2.8219 0.30 0.12 -0.23
H -1.2528 2.5118 -4.2211 0.53 0.16 -0.10
O -1.4568 2.0777 -3.3971 -0.84 -0.31 0.37
H 0.8664 2.4173 3.0954 1.47 -0.57 -0.26
H 1.9152 1.9257 4.1459 0.06 -0.10 0.33
O 1.6726 1.8454 3.2251 -0.58 0.08 0.05
H 0.0151 3.9951 1.3118 -0.47 0.40 -0.05
H -0.3828 3.8044 2.8392 -0.49 0.68 -0.26
O 0.0519 3.4130 2.0840 0.01 -0.30 0.15
```
Forces are in eV/Å.

> Look up the lowest unoccupied orbital energy of the third one.

-2.3 eV

> Which of these has the highest gap between HOMO and LUMO?

C6H39N2O11